## w
Below is a cluster of 2 separate species, C2H5O2 in total, with properties calculated with wB97M-V/def2-TZVPD.

## Properties
Total charge: -1
E_LUMO (eV): 3.9

```
9
C2H5O2 | the OMol25 dataset | wB97M-V/def2-TZVPD
O 2.443 1.097 -0.795
H 3.282 0.640 -0.668
C -0.102 -0.030 0.614
C -1.369 0.023 0.196
O -1.882 -1.030 -0.554
H 0.211 0.565 1.472
H 0.692 -0.356 -0.067
H -2.097 0.712 0.592
H -1.178 -1.620 -0.789
```

=====

## x
Below is a cluster of 2 separate species, C2H5O2 in total, with properties calculated with wB97M-V/def2-TZVPD.

## Properties
Total charge: -1
E_LUMO (eV): 3.6

```
9
C2H5O2 | the OMol25 dataset | wB97M-V/def2-TZVPD
O -2.808 -0.406 0.105
H -2.063 -0.985 0.318
C 0.051 0.886 -0.515
C 0.876 -0.111 -0.182
O 1.955 -0.007 0.689
H -0.997 0.544 -0.605
H 0.389 1.913 -0.584
H 0.665 -1.110 -0.549
H 1.933 -0.724 1.324
```

=====

It turns out w is the most stable, with the second structure 0.285 eV higher.

=====

## w
Below is a structure of composition C46H40MoN4O8P2S3, with properties calculated with wB97M-V/def2-TZVPD.

## Properties
Total charge: 0
Multiplicity: 3
E_LUMO (alpha / beta) (eV): -1.1 / -1.3
⟨S²⟩: 2.281

```
104
C46H40MoN4O8P2S3 | the OMol25 dataset | wB97M-V/def2-TZVPD
Mo 0.634 0.570 0.180
S 1.255 2.824 0.673
C 2.298 3.063 -0.688
N 2.724 4.293 -0.941
N 3.235 4.523 -2.139
C 2.846 3.924 -3.369
C 1.542 3.477 -3.568
C 1.185 2.932 -4.788
C 2.115 2.847 -5.820
C 3.404 3.313 -5.621
C 3.777 3.847 -4.393
N 2.724 2.054 -1.481
N 2.310 0.881 -1.239
C 2.811 -0.038 -2.239
C 2.884 0.432 -3.552
C 3.342 -0.394 -4.562
C 3.742 -1.693 -4.278
C 3.663 -2.157 -2.975
C 3.187 -1.345 -1.955
H 3.695 5.417 -2.196
H 0.816 3.536 -2.768
H 0.177 2.565 -4.924
H 1.831 2.417 -6.771
H 4.136 3.250 -6.417
H 4.793 4.181 -4.223
H 2.560 1.437 -3.781
H 3.380 -0.017 -5.576
H 4.108 -2.337 -5.067
H 3.978 -3.165 -2.735
H 3.140 -1.733 -0.957
O 1.469 1.396 4.007
S 0.682 0.244 3.685
O -0.497 0.002 4.480
O 0.269 0.216 2.232
C 1.714 -1.199 3.920
C 1.473 -1.905 5.089
C 2.237 -3.017 5.416
C 3.246 -3.435 4.567
C 3.493 -2.735 3.395
C 2.742 -1.616 3.072
S 3.170 -0.789 1.555
O 4.250 -1.532 0.973
O 3.364 0.605 1.818
O 1.896 -0.997 0.722
H 0.673 -1.576 5.737
H 2.037 -3.551 6.335
H 3.844 -4.303 4.810
H 4.277 -3.042 2.717
O -1.662 1.893 -3.102
C -1.259 1.821 -1.961
O -0.191 1.148 -1.615
C -1.955 2.547 -0.820
P -1.645 1.677 0.744
C -1.868 2.964 2.013
C -3.086 3.649 1.977
C -3.363 4.633 2.908
C -2.432 4.931 3.897
C -1.231 4.245 3.944
C -0.944 3.264 3.002
C -3.063 0.610 1.118
C -4.184 0.524 0.299
C -5.290 -0.206 0.712
C -5.278 -0.857 1.936
C -4.157 -0.779 2.751
C -3.054 -0.041 2.352
H -2.996 2.745 -1.059
H -1.447 3.509 -0.700
H -3.831 3.404 1.228
H -4.307 5.161 2.869
H -2.650 5.696 4.632
H -0.504 4.461 4.715
H 0.002 2.751 3.068
H -4.208 1.019 -0.663
H -6.160 -0.266 0.071
H -6.143 -1.423 2.255
H -4.145 -1.277 3.712
H -2.201 0.046 3.017
C 0.093 -2.237 -2.362
P -0.550 -1.736 -0.717
C -0.142 -3.038 0.479
C -0.645 -2.875 1.771
C -0.305 -3.765 2.776
C 0.565 -4.813 2.509
C 1.086 -4.969 1.234
C 0.733 -4.086 0.221
C -2.341 -1.934 -1.046
C -3.145 -2.860 -0.393
C -4.456 -3.060 -0.808
C -4.974 -2.341 -1.873
C -4.182 -1.398 -2.515
C -2.875 -1.193 -2.104
H 0.487 -3.251 -2.338
H 0.869 -1.561 -2.707
H -0.733 -2.210 -3.068
H -1.293 -2.036 1.999
H -0.701 -3.622 3.773
H 0.847 -5.498 3.298
H 1.776 -5.775 1.023
H 1.167 -4.220 -0.760
H -2.751 -3.447 0.426
H -5.069 -3.794 -0.299
H -5.991 -2.512 -2.201
H -4.575 -0.823 -3.345
H -2.269 -0.467 -2.633
```

=====

## x
Below is a structure of composition C46H40MoN4O8P2S3, with properties calculated with wB97M-V/def2-TZVPD.

## Properties
Total charge: 0
Multiplicity: 3
E_LUMO (alpha / beta) (eV): -1.9 / -1.8
⟨S²⟩: 2.029

```
104
C46H40MoN4O8P2S3 | the OMol25 dataset | wB97M-V/def2-TZVPD
Mo -0.585 0.053 0.174
S 1.049 -0.785 1.598
C 2.051 -1.445 0.342
N 3.073 -2.196 0.709
N 3.563 -3.060 -0.164
C 2.872 -3.932 -1.067
C 3.664 -4.633 -1.961
C 3.086 -5.565 -2.812
C 1.722 -5.802 -2.762
C 0.940 -5.106 -1.845
C 1.505 -4.170 -0.997
N 1.849 -1.249 -0.994
N 0.860 -0.528 -1.282
C 0.702 -0.364 -2.706
C 0.209 0.838 -3.176
C 0.046 1.016 -4.541
C 0.383 -0.004 -5.418
C 0.900 -1.198 -4.928
C 1.065 -1.382 -3.569
H 4.500 -3.368 0.074
H 4.729 -4.443 -2.000
H 3.709 -6.098 -3.516
H 1.269 -6.526 -3.423
H -0.126 -5.277 -1.790
H 0.870 -3.652 -0.289
H -0.028 1.641 -2.490
H -0.345 1.953 -4.911
H 0.240 0.128 -6.482
H 1.168 -1.996 -5.606
H 1.445 -2.319 -3.178
O -1.750 -2.359 -2.597
S -2.475 -2.303 -1.360
O -2.885 -3.536 -0.746
O -1.646 -1.580 -0.295
C -3.987 -1.398 -1.746
C -4.916 -2.291 -2.279
C -6.097 -1.845 -2.846
C -6.372 -0.493 -2.891
C -5.467 0.405 -2.352
C -4.278 -0.025 -1.774
S -3.294 1.292 -1.090
O -3.624 2.503 -1.779
O -3.558 1.278 0.333
O -1.885 0.830 -1.374
H -4.704 -3.349 -2.250
H -6.792 -2.561 -3.263
H -7.283 -0.132 -3.347
H -5.666 1.467 -2.372
O -1.347 3.806 0.800
C -0.359 3.226 0.457
O -0.203 1.901 0.508
C 0.867 3.884 -0.091
P 2.144 2.755 -0.795
C 3.056 2.195 0.690
C 2.612 2.354 1.998
C 3.340 1.840 3.065
C 4.521 1.156 2.838
C 4.976 0.986 1.534
C 4.248 1.496 0.475
C 3.289 4.025 -1.450
C 4.116 4.815 -0.655
C 4.906 5.799 -1.224
C 4.877 6.010 -2.597
C 4.060 5.229 -3.398
C 3.275 4.238 -2.825
H 1.284 4.518 0.698
H 0.522 4.546 -0.889
H 1.685 2.870 2.209
H 2.974 1.973 4.074
H 5.083 0.748 3.667
H 5.897 0.450 1.345
H 4.608 1.353 -0.537
H 4.151 4.652 0.417
H 5.545 6.405 -0.596
H 5.495 6.779 -3.040
H 4.037 5.384 -4.468
H 2.648 3.617 -3.454
C -3.917 -1.161 1.873
P -2.321 -0.361 2.253
C -1.527 -1.693 3.243
C -0.718 -1.410 4.341
C -0.030 -2.422 4.991
C -0.129 -3.732 4.542
C -0.925 -4.021 3.444
C -1.620 -3.009 2.798
C -2.774 0.864 3.521
C -3.279 0.471 4.762
C -3.639 1.423 5.699
C -3.500 2.776 5.406
C -3.017 3.169 4.170
C -2.657 2.215 3.225
H -4.249 -1.665 2.782
H -3.836 -1.903 1.077
H -4.631 -0.393 1.585
H -0.616 -0.392 4.693
H 0.592 -2.185 5.843
H 0.412 -4.522 5.045
H -1.008 -5.038 3.084
H -2.216 -3.256 1.926
H -3.389 -0.579 5.004
H -4.025 1.111 6.660
H -3.774 3.519 6.142
H -2.922 4.218 3.926
H -2.300 2.528 2.249
```

=====

It turns out w is the most stable, with the second structure 0.611 eV higher.

=====

## w
Below is the molecule C3H9PS3, with properties calculated with wB97M-V/def2-TZVPD.

## Properties
Total charge: 0
SMILES: C[C@@H](S)C(P)(S)S
E_LUMO (eV): 0.5

```
16
C3H9PS3 | the OMol25 dataset | wB97M-V/def2-TZVPD
C -1.737 -0.071 -0.538
C -0.491 -0.601 0.076
S -0.137 -2.126 -0.763
C 0.692 0.388 0.041
P 0.220 1.798 1.215
S 2.371 -0.491 0.633
S 1.005 1.116 -1.585
H -1.437 0.431 -1.413
H -2.457 -0.856 -0.596
H -2.094 0.802 0.046
H -0.563 -0.994 1.173
H 0.760 -2.508 0.113
H -0.848 1.238 1.841
H 1.175 1.593 2.329
H 2.934 0.254 -0.288
H 0.607 0.028 -2.285
```

=====

## x
Below is a cluster of 2 separate species, C3H9PS3 in total, with properties calculated with wB97M-V/def2-TZVPD.

## Properties
Total charge: 0
E_LUMO (alpha / beta) (eV): -0.3 / -1.6

```
16
C3H9PS3 | the OMol25 dataset | wB97M-V/def2-TZVPD
C 2.146 0.386 1.250
C -4.162 2.705 0.188
C 2.195 -2.878 -1.816
P 1.469 -1.163 0.528
S -1.391 1.625 0.666
S -2.480 3.260 0.640
S 2.774 -1.319 -1.071
H 1.986 1.216 0.563
H 1.604 0.585 2.171
H 3.210 0.283 1.459
H -4.120 2.169 -0.754
H -4.763 3.604 0.092
H -4.552 2.065 0.974
H 1.123 -2.971 -1.680
H 2.712 -3.710 -1.352
H 2.439 -2.833 -2.872
```

=====

It turns out x is the most stable, with the second structure 0.605 eV higher.

=====

## w
Below is a structure of composition C3H9BNO2, with properties calculated with wB97M-V/def2-TZVPD.

## Properties
Total charge: +1
E_LUMO (eV): -4.0

```
16
C3H9BNO2 | the OMol25 dataset | wB97M-V/def2-TZVPD
B -0.863 1.065 0.292
C 1.261 0.004 -0.129
C 1.304 1.558 -0.147
C -0.104 -0.335 0.548
N -0.900 -1.538 -0.032
O -0.044 2.014 -0.012
O -2.724 1.270 0.069
H 1.609 -0.302 -1.125
H 2.134 -0.197 0.482
H 2.021 2.022 0.714
H 1.629 2.009 -1.161
H 0.175 -0.661 1.590
H -0.673 -2.347 0.569
H -0.720 -1.603 -1.085
H -1.825 -1.290 0.131
H -2.902 2.172 0.067
```

=====

## x
Below is the ion C3H9BNO2 with charge +1, with properties calculated with wB97M-V/def2-TZVPD.

## Properties
Total charge: +1
SMILES: C=C[C@H]([NH3+])B(O)O
E_LUMO (eV): -3.3

```
16
C3H9BNO2 | the OMol25 dataset | wB97M-V/def2-TZVPD
C 1.716 -1.245 -1.079
C 1.115 -0.104 -0.763
C -0.285 0.224 -0.471
N -0.327 1.682 -0.192
B -0.977 -0.432 0.903
O -0.755 -1.695 1.071
O -1.508 0.497 1.712
H 2.766 -1.257 -1.389
H 1.389 -2.280 -1.101
H 1.792 0.872 -0.988
H -0.816 -0.067 -1.361
H -0.873 2.145 -0.975
H -0.659 1.801 0.780
H 0.681 2.035 -0.088
H -1.060 -2.362 1.678
H -2.201 0.186 2.263
```

=====

It turns out x is the most stable, with the second structure 2.172 eV higher.